C14H27F6Li2NO6 | ωB97M-V/def2-TZVPD

The charge is 0. For the HOMO-LUMO gap, the calculation gives 8.9 eV. The value obtained for the energy above the lowest of the compared OMol25 structures with the same formula, charge and spin is 20.8 kcal per mole.

XYZ file:
```
56
Properties=species:S:1:pos:R:3:forces:R:3:mulliken_charge:R:1
Li 6.607800 -21.695972 8.928476 0.066 1.318 -0.134 0.82
Li 6.743737 -19.077581 8.680204 -0.399 -0.816 0.343 0.74
O 5.546495 -20.325380 9.774258 1.045 -0.377 -0.664 -0.94
H 4.691497 -20.675748 10.001195 -0.425 0.236 0.177 0.07
O 7.603178 -20.543149 7.829035 -1.106 -0.109 0.691 -1.05
H 8.424892 -20.290400 7.450202 0.629 0.171 -0.144 0.20
C 8.876264 -17.268803 7.173511 0.103 0.642 -0.707 -1.11
C 8.016830 -16.338907 8.005508 0.054 -0.540 1.024 -0.80
N 7.422174 -17.063347 9.166700 0.254 -0.441 -0.957 0.63
C 6.185169 -16.424572 9.636688 0.281 0.039 -0.347 -0.77
C 6.266111 -14.976715 10.079170 -0.542 0.721 0.472 -1.26
C 8.431733 -17.313787 10.199824 -0.404 0.757 1.153 -0.53
C 7.915504 -18.253058 11.279039 -0.100 -0.358 0.724 -1.23
H 9.714043 -17.665460 7.741610 -0.115 -0.290 0.012 0.30
H 9.315115 -16.691183 6.352846 0.031 -0.008 0.050 0.46
H 8.279783 -18.046506 6.696159 0.070 -0.224 0.257 0.11
H 8.632247 -15.525812 8.405230 -0.010 0.229 -0.226 0.35
H 7.213608 -15.913142 7.406020 -0.039 0.007 0.009 0.45
H 5.515117 -16.410753 8.772558 -0.040 -0.268 0.017 0.43
H 5.718898 -17.059569 10.389211 0.021 0.053 0.031 0.44
H 5.227872 -14.628303 10.099642 0.095 0.148 -0.005 0.42
H 6.643742 -14.748931 11.078333 0.235 -0.450 -0.012 0.30
H 6.795116 -14.320784 9.386441 0.029 -0.194 -0.138 0.28
H 8.651277 -16.389055 10.758728 -0.004 0.280 -0.261 0.29
H 9.405854 -17.570597 9.792301 -0.265 -0.532 -0.357 0.41
H 7.443805 -19.190711 10.973795 0.053 0.115 -0.399 0.24
H 7.170253 -17.730514 11.884891 -0.081 -0.028 -0.134 0.33
H 8.681025 -18.526436 12.009564 0.264 0.117 -0.261 0.38
C 11.484265 -20.384879 6.340106 -0.249 -1.089 -0.479 -1.17
C 10.346449 -21.352201 6.011160 -1.531 2.003 -0.068 0.65
O 10.647235 -22.723462 6.171016 0.020 -0.597 0.571 -0.30
C 11.053487 -23.372659 5.093349 0.215 0.247 0.060 0.40
O 11.176671 -22.908489 4.007229 0.012 0.114 -0.821 -0.49
C 11.492597 -24.821759 5.385910 -0.470 0.431 -0.013 0.86
F 12.807247 -24.802738 5.612237 0.175 -0.214 0.303 -0.24
F 10.845969 -25.330443 6.433829 0.228 -0.146 0.210 -0.24
F 11.260967 -25.599457 4.339071 -0.023 -0.111 -0.182 -0.25
H 11.126726 -19.370513 6.176650 0.078 0.056 0.028 0.25
H 12.330986 -20.595437 5.688204 0.134 0.225 0.031 0.40
H 11.779423 -20.524713 7.378005 0.081 0.130 0.036 0.32
H 9.805229 -21.141466 5.085272 1.145 -0.342 -0.720 0.19
H 9.479118 -21.090102 6.618614 0.546 -0.916 0.831 -0.35
C 7.426511 -21.517800 4.148821 -0.334 -0.085 -0.708 -0.81
C 6.007668 -21.726195 3.552437 1.898 -0.169 1.570 -0.55
O 6.227745 -22.187512 2.209206 -0.256 -0.070 -0.113 -0.16
C 5.175402 -22.171776 1.412353 -0.002 0.026 0.103 0.31
O 4.110557 -21.704656 1.671950 -0.511 0.043 -0.074 -0.52
C 5.442712 -22.834514 0.039444 0.441 -0.010 0.494 0.88
F 6.701863 -23.268335 -0.078016 -0.085 0.146 -0.128 -0.24
F 4.641657 -23.891660 -0.113285 -0.146 0.176 -0.135 -0.25
F 5.200879 -21.935565 -0.913218 -0.054 -0.191 -0.206 -0.24
H 7.452888 -21.780464 5.205210 -0.128 0.400 0.084 0.30
H 7.792132 -20.507509 3.963111 -0.043 0.041 0.245 0.31
H 8.121770 -22.187174 3.640158 -0.058 -0.107 -0.034 0.36
H 5.410528 -20.827444 3.651832 -0.202 -0.020 -0.530 0.34
H 5.588968 -22.512975 4.179688 -0.581 -0.168 -0.571 0.28
```
Positions in Å, forces in eV/Å.